[1]
Formula: C28H55NO8P
Source: the OMol25 dataset
Level of theory: ωB97M-V/def2-TZVPD

As for the spin multiplicity: 1. The calculation puts the HOMO-LUMO gap at 6.01 eV. As for the energy: -57067.010 eV. Its total charge is -1.

```
93
Properties=species:S:1:pos:R:3:forces:R:3
C -0.214663 -5.748038 -3.471726 -0.51 0.44 -0.09
C -1.326609 -4.609774 -2.965489 -3.86 1.34 -4.37
O -2.249074 -4.270579 -3.906902 5.75 -1.80 6.50
O -1.321773 -4.061542 -1.586612 1.18 -1.03 -3.84
C -0.964534 -2.623853 -1.586256 -1.03 1.82 0.07
C -2.372966 -1.770844 -1.793943 1.11 0.92 0.12
C -2.022175 -0.141592 -1.651620 -1.41 -1.01 0.26
C -2.935033 0.685863 -2.730621 -0.92 -1.12 0.16
C -3.415922 2.175788 -2.269075 -1.96 -2.06 -0.77
P -2.010245 3.448603 -1.963627 -0.96 0.13 -0.53
C -1.649441 3.269014 -3.854697 -0.31 -1.26 -2.43
N -0.857932 4.355651 -4.499060 0.35 0.05 -1.95
C -2.262773 3.475493 -0.070842 -1.06 -0.29 2.74
C -0.950824 3.119985 0.862443 -0.78 0.93 1.52
C -0.443079 1.565937 0.800920 0.04 0.60 1.85
C 0.746220 1.385715 1.949517 5.15 -2.84 -2.10
O 1.853794 0.728330 1.596626 -6.34 3.97 2.43
O 0.671281 1.941163 3.316491 1.01 0.25 -3.10
C -0.791289 4.914152 -1.748637 2.16 2.18 1.20
C 0.795854 4.522342 -1.766733 4.13 0.74 0.61
C 1.542218 3.279744 -2.499242 2.25 2.30 1.73
C 3.178321 3.057359 -2.455985 -1.58 3.28 2.14
C 4.162080 4.095320 -1.600733 -3.81 0.43 -0.33
C 5.791271 3.904712 -1.544820 -0.75 -0.39 0.23
C 3.439309 5.339174 -0.800904 -2.25 -2.54 -2.22
C 1.793883 5.555173 -0.905347 2.36 -2.94 -1.47
H -0.310353 -5.858108 -4.655344 -0.06 0.47 2.78
H 0.892774 -5.421111 -3.240797 -2.35 -0.74 -0.09
H -0.519139 -6.780903 -2.998506 0.84 2.05 -0.75
H -0.201362 -2.332049 -2.433765 -1.52 -0.80 1.51
H -0.430910 -2.362275 -0.553257 -1.35 -0.83 -2.17
H -3.176397 -2.082139 -0.970777 1.80 0.49 -1.95
H -2.771832 -1.923579 -2.883337 0.72 -0.12 2.21
H -0.865162 -0.029352 -1.784963 -2.26 0.18 0.35
H -2.416675 0.155621 -0.575914 1.31 -0.36 -2.19
H -2.427698 0.607794 -3.780898 -0.90 0.44 1.92
H -3.943237 0.049743 -2.833727 2.09 1.14 0.17
H -4.159759 2.556602 -3.126151 1.70 -0.64 1.69
H -4.154629 2.011862 -1.360539 1.56 0.28 -1.52
H -3.038084 4.476383 -2.197744 -0.13 0.22 0.05
H -1.002114 2.442723 -1.765314 0.29 -0.31 0.17
H -2.624146 3.136752 -4.514657 1.58 0.07 1.50
H -1.036851 2.257852 -4.025908 -1.29 1.89 0.50
H -1.428128 4.879962 -5.224289 0.94 -1.01 1.28
H -0.064604 3.912657 -5.026054 -1.07 0.87 0.62
H -2.740669 4.534416 0.210393 1.26 -2.07 -0.27
H -3.077739 2.702643 0.333991 1.56 1.41 -0.99
H -0.076509 3.925357 0.782964 -1.66 -2.04 -0.23
H -1.346405 3.264630 1.983040 0.95 -0.38 -2.26
H -0.004180 1.237705 -0.233719 -0.79 0.61 2.37
H -1.335486 0.868034 1.177109 1.92 1.48 -1.05
H 1.504907 2.508282 3.408391 -1.43 -1.43 -0.24
H -1.057968 5.863561 -2.428374 0.99 -2.45 1.01
H -0.954929 5.392293 -0.661464 0.45 -1.14 -2.18
H 0.905404 2.497829 -3.085269 1.32 1.69 1.24
H 3.648818 2.146579 -3.042026 -1.07 2.09 1.38
H 6.054617 2.905537 -0.974521 -0.58 2.00 -1.07
H 6.296309 3.807718 -2.621225 -1.24 0.50 2.35
H 6.225132 4.800354 -0.921359 -0.70 -1.74 -1.42
H 4.104802 6.083710 -0.146833 -1.62 -1.80 -1.64
H 1.356410 6.473720 -0.306057 0.81 -2.14 -1.43
C -1.833535 -8.423796 -0.962359 -0.12 0.10 -0.14
O -1.130905 -9.050318 -2.029960 0.22 -0.13 0.41
C 0.131003 -9.579109 -1.610353 -0.33 -0.32 -0.45
C 0.060585 -11.098646 -1.425804 0.07 0.42 0.55
O -0.771558 -11.447051 -0.316150 -0.18 0.04 -0.48
C -2.053271 -11.908452 -0.728906 0.10 0.08 0.18
H -2.855750 -8.223932 -1.295008 0.19 -0.03 -0.07
H -1.874604 -9.059137 -0.074097 0.06 0.00 -0.03
H -1.354176 -7.471479 -0.714051 -0.06 0.01 0.13
H 0.478014 -9.086466 -0.693535 -0.10 -0.14 -0.05
H 0.849596 -9.354780 -2.405172 0.03 -0.03 0.03
H 1.064118 -11.469240 -1.199099 0.04 0.01 -0.03
H -0.280004 -11.590784 -2.343853 -0.05 0.13 0.05
H -1.964391 -12.907785 -1.163985 -0.09 -0.03 -0.09
H -2.514375 -11.229569 -1.452411 0.06 -0.04 0.01
H -2.697051 -11.965675 0.151774 0.17 0.01 -0.03
C 1.588357 5.549491 5.833731 0.16 -0.03 -0.14
O 2.826831 5.208921 6.447071 -0.39 0.02 0.40
C 2.762989 5.286849 7.874640 0.38 -0.49 -0.34
C 2.639749 3.893405 8.500049 -0.60 0.40 0.01
O 1.374873 3.299653 8.195533 0.49 0.04 -0.21
C 1.474596 2.317391 7.170222 -0.20 0.04 0.03
H 1.644012 5.279973 4.775530 0.09 0.05 0.16
H 0.749703 5.013915 6.285584 0.04 0.02 0.02
H 1.422853 6.628809 5.911378 -0.12 0.00 -0.01
H 1.939982 5.937239 8.196074 0.01 -0.17 -0.03
H 3.700935 5.740753 8.210296 -0.01 -0.01 0.04
H 2.690025 3.993729 9.587809 0.04 0.03 0.04
H 3.465532 3.246088 8.183700 -0.07 0.10 -0.09
H 1.965455 1.422120 7.561893 0.07 -0.06 -0.10
H 2.025917 2.692102 6.302698 0.00 -0.03 0.08
H 0.464389 2.051680 6.850531 0.10 0.08 0.11
```
Positions in Å, forces in eV/Å.

Löwdin population analysis, charges in e, atoms 1 to 2: atom 1 (C): -0.02, atom 2 (C): -0.26

[2]
Formula: C28H56Cu2O26S5
Source: the OMol25 dataset
Level of theory: ωB97M-V/def2-TZVPD

As for the spin multiplicity: 3. The calculation puts the HOMO-LUMO gap (alpha / beta) at 6.82 / 6.79 eV. As for the energy: -226635.794 eV. Its expectation value of S² is 2.01. Its total charge is -2.

```
117
Properties=species:S:1:pos:R:3:forces:R:3
Cu -0.861848 2.542518 -0.223530 -0.68 1.32 1.82
Cu -0.068012 -2.896817 -0.073928 0.10 -1.77 1.43
S -0.796317 -4.862253 1.734741 -1.24 -3.22 1.30
O -2.135637 -5.434785 1.940731 0.01 1.03 -0.71
O -0.359835 -5.011188 0.293848 0.41 1.15 -1.63
O -0.790997 -3.380649 1.879945 0.47 1.05 0.23
O 0.101120 -5.657770 2.592233 0.68 1.52 -0.36
S -1.443399 4.777464 1.261929 -1.34 1.77 0.62
O -1.332209 4.642540 -0.233453 0.61 -0.15 -0.88
O -2.726877 5.380393 1.628051 0.10 -0.48 -0.30
O -1.422069 3.319283 1.624204 0.71 -0.97 0.25
O -0.361299 5.561566 1.852930 0.41 -0.77 -0.36
S -0.538638 -0.186176 0.074652 -0.70 -0.03 -0.81
O -0.765498 0.643691 -1.150493 0.44 -0.82 -1.22
O -0.552910 0.873142 1.093971 0.47 -0.22 1.29
O -1.541967 -1.239323 0.249865 -0.79 0.89 0.23
O 0.738397 -0.953211 0.033517 0.51 0.09 -0.28
C 3.413991 -3.399959 -2.708637 -0.34 0.45 -0.32
C 2.518045 -4.368104 -3.474180 -0.16 -0.76 0.91
C 1.278890 -4.478103 -2.564381 -0.83 0.29 -0.94
O 1.283142 -3.343551 -1.702996 0.37 0.03 0.05
C 2.388961 -2.497587 -2.019294 0.23 -0.10 -0.02
H 4.024403 -2.791365 -3.376744 0.25 -0.15 0.10
H 4.033875 -3.904435 -1.968702 0.04 -0.04 -0.05
H 2.915792 -5.377619 -3.590128 0.33 0.17 -0.21
H 2.214327 -3.992267 -4.449496 0.16 0.13 -0.02
H 1.148010 -5.379052 -1.967530 0.32 0.01 0.10
H 0.425954 -4.404089 -3.251130 -0.32 -0.09 0.43
H 2.778499 -2.060258 -1.103290 -0.24 0.09 0.06
H 2.033316 -1.709990 -2.691035 0.10 0.11 0.04
C -5.207517 1.121566 -1.105475 0.01 0.72 0.05
C -5.237575 2.669455 -1.155449 0.26 -0.76 0.39
C -4.143257 2.994102 -0.152653 -0.74 0.80 0.19
O -3.112525 2.074918 -0.427048 -0.17 -0.14 -0.41
C -3.746036 0.802996 -0.689133 -0.72 0.77 -0.09
H -5.485012 0.707089 -2.074135 -0.01 -0.26 0.11
H -5.906337 0.795328 -0.335387 -0.02 -0.26 -0.12
H -6.180614 3.091153 -0.809375 -0.12 0.03 -0.35
H -4.979673 2.982209 -2.168443 -0.04 0.37 0.10
H -4.538784 2.861943 0.865728 0.10 -0.23 0.01
H -3.828708 4.035210 -0.180643 0.59 -0.20 -0.15
H -3.763634 0.247182 0.246157 0.39 -0.44 -0.23
H -3.198214 0.344875 -1.504125 0.24 -0.39 0.35
C -0.240355 4.793691 -4.372260 0.08 -0.87 0.39
C -0.415994 3.325148 -4.800623 -0.35 -0.33 -0.55
C -0.987334 2.597665 -3.592462 0.34 0.59 0.82
O -0.502879 3.366433 -2.479562 0.24 -0.49 -0.11
C -0.441838 4.738400 -2.831228 0.08 0.05 -1.04
H -1.001779 5.432527 -4.814259 0.17 0.11 -0.17
H 0.763912 5.096959 -4.663684 -0.11 0.42 0.06
H 0.534742 2.851053 -5.049473 0.11 0.20 0.02
H -1.042236 3.232432 -5.691458 -0.06 -0.06 0.07
H -0.565467 1.605829 -3.448324 -0.30 -0.15 -0.08
H -2.079223 2.574346 -3.508926 -0.04 -0.09 -0.38
H 0.410596 5.170003 -2.318031 -0.30 0.19 0.36
H -1.383824 5.236972 -2.609524 0.14 0.07 0.51
C -2.539787 -2.909661 -3.953687 0.45 0.30 -0.32
C -3.105527 -3.983187 -3.018365 -0.22 0.94 0.07
C -2.781368 -3.369483 -1.660415 0.18 -0.71 0.34
O -1.458754 -2.878361 -1.852862 0.40 -0.31 -0.15
C -1.428644 -2.236146 -3.100493 -0.57 0.71 -0.94
H -3.270347 -2.150076 -4.238461 -0.21 -0.15 0.16
H -2.124743 -3.282649 -4.893001 -0.07 -0.24 0.08
H -2.548562 -4.911728 -3.124896 -0.21 -0.15 0.02
H -4.180407 -4.110267 -3.140751 0.05 -0.32 -0.12
H -2.753265 -4.120075 -0.869029 0.14 0.15 0.11
H -3.438350 -2.553577 -1.343313 -0.08 0.05 -0.23
H -0.460515 -2.272279 -3.606059 0.23 -0.45 0.49
H -1.641977 -1.163235 -3.013180 -0.03 -0.04 0.38
C 3.469592 3.790973 0.483017 -0.50 0.17 -0.63
C 3.708738 2.546166 -0.376115 0.18 -0.43 0.77
C 2.324995 1.879057 -0.327845 0.84 -0.44 -0.68
O 1.364432 2.892221 -0.057003 0.17 0.17 -0.45
C 2.016017 4.144446 0.146926 0.58 0.49 1.45
H 4.092648 4.647996 0.229119 0.29 -0.14 0.25
H 3.553959 3.522517 1.535383 0.19 0.15 0.03
H 4.411691 1.882732 0.134409 0.11 0.03 -0.13
H 4.122947 2.709905 -1.371230 -0.37 0.34 -0.10
H 2.363663 1.110164 0.447011 -0.56 0.17 0.20
H 2.087256 1.363603 -1.261541 -0.22 0.09 0.01
H 1.514615 4.628920 0.987007 -0.11 0.04 -0.12
H 2.023891 4.887119 -0.659162 -0.51 -0.63 -0.59
C 4.153606 -3.896995 1.532866 0.70 0.21 -0.04
C 3.705579 -2.982058 2.667072 -0.47 -0.19 -0.04
C 2.377967 -2.438671 2.114843 0.71 0.61 0.61
O 1.960808 -3.347298 1.111237 -0.10 0.25 -0.68
C 2.835201 -4.475728 1.044880 0.28 0.36 0.98
H 4.928394 -4.599236 1.848919 -0.28 -0.30 0.01
H 4.613958 -3.313480 0.724466 -0.12 0.11 0.03
H 4.404744 -2.187925 2.920960 0.02 0.00 -0.01
H 3.502721 -3.580765 3.557538 0.12 0.01 0.03
H 2.541511 -1.439074 1.699669 -0.09 -0.15 -0.39
H 1.632640 -2.299298 2.901468 -0.24 -0.44 -0.14
H 2.921241 -4.851635 0.027634 -0.45 -0.04 -0.04
H 2.434156 -5.208739 1.750836 0.05 -0.36 -0.35
C -2.131947 0.936502 3.537419 -0.30 -0.12 -1.25
C -1.869643 -0.542576 3.633355 -0.07 -0.55 0.31
O -1.306733 -0.705572 4.976484 0.07 0.65 0.33
S -1.882016 0.449728 5.921830 0.30 -0.73 -0.22
O -0.773045 1.217955 6.377601 0.05 0.34 -0.22
O -2.770250 -0.077135 6.895525 -0.32 -0.09 0.13
O -2.750941 1.180773 4.817246 0.36 0.58 0.42
H -2.816478 1.208084 2.734738 -0.38 -0.20 0.27
H -1.291390 1.582416 3.288474 0.28 -0.12 0.68
H -1.195137 -0.988708 2.911712 0.05 0.04 0.01
H -2.794259 -1.115929 3.701104 -0.10 0.09 -0.59
C 1.559038 0.719785 3.694070 -0.90 0.37 -0.62
C 1.546363 2.229440 3.633474 -0.81 0.21 -0.38
O 2.499840 2.623241 4.642945 0.38 0.00 0.20
S 3.564885 1.470404 4.899907 -0.58 0.01 -1.12
O 3.440699 1.016650 6.231110 -0.13 -0.24 0.63
O 4.846856 1.823412 4.408125 0.47 0.29 -0.10
O 2.951282 0.439723 3.841307 0.45 -0.34 0.74
H 1.198820 0.267737 2.772353 0.17 0.03 -0.09
H 0.926981 0.372702 4.513291 0.47 -0.21 0.27
H 0.567963 2.644530 3.865114 0.11 0.10 0.30
H 1.824748 2.641113 2.663085 0.26 -0.15 0.02
```
Positions in Å, forces in eV/Å.

Löwdin population analysis, charges in e, atoms 1 to 2: atom 1 (Cu): 0.65, atom 2 (Cu): 0.63

| no. | M (g/mol) |
| --- | --- |
| 1 | 564.72 |
| 2 | 1096.16 |